Entry from the OMol25 dataset: a molecular structure, C40H38CoFN11O9S3 at a distorted geometry (the ωB97M-V functional and the def2-TZVPD basis).

```
103
Properties=species:S:1:pos:R:3:lowdin_spin:R:1
Co -1.456 1.050 -0.752 0.96
C 1.408 -2.288 5.379 0.00
C 1.196 -0.777 5.309 0.00
N 0.910 -0.337 3.951 0.00
C -0.394 -0.305 3.547 0.00
C -0.794 -0.034 2.283 0.00
C -2.267 -0.147 1.941 0.00
O -3.032 -0.531 2.825 0.00
O -2.582 0.086 0.731 0.01
C 0.192 0.268 1.298 0.00
O -0.011 0.313 0.070 -0.01
C 1.550 0.409 1.768 0.00
C 2.525 0.903 0.900 0.00
C 3.836 0.897 1.289 0.00
F 4.759 1.428 0.447 0.00
C 4.249 0.336 2.497 0.00
C 3.267 -0.113 3.379 0.00
C 1.913 -0.017 3.060 0.00
N 5.615 0.166 2.878 0.00
C 6.675 0.372 1.897 0.00
C 7.976 -0.190 2.517 0.00
N 7.557 -1.115 3.613 0.00
C 7.028 -0.326 4.767 0.00
C 6.029 0.694 4.171 0.00
H 1.639 -2.601 6.397 0.00
H 2.224 -2.590 4.721 0.00
H 0.507 -2.803 5.048 0.00
H 2.070 -0.245 5.684 0.00
H 0.352 -0.495 5.937 0.00
H -1.142 -0.540 4.293 0.00
H 2.199 1.349 -0.033 0.00
H 3.585 -0.544 4.318 0.00
H 6.823 1.422 1.633 0.00
H 6.419 -0.170 0.989 0.00
H 8.592 0.594 2.952 0.00
H 8.569 -0.727 1.781 0.00
H 8.289 -1.764 3.891 0.00
H 6.740 -1.614 3.239 0.00
H 7.855 0.159 5.281 0.00
H 6.537 -1.017 5.450 0.00
H 6.502 1.679 4.070 0.00
H 5.170 0.811 4.823 0.00
O 0.738 3.142 -0.432 0.00
S -0.364 3.678 0.360 0.00
O 0.072 4.344 1.571 0.00
O -1.399 2.665 0.644 0.02
C -1.034 4.989 -0.704 0.00
C -0.421 6.215 -0.434 0.00
C -0.589 7.302 -1.268 0.00
C -1.400 7.194 -2.389 0.00
C -2.048 6.001 -2.641 0.00
C -1.867 4.886 -1.822 0.00
S -2.832 3.484 -2.458 0.00
O -2.391 3.330 -3.830 0.00
O -4.206 3.891 -2.302 0.00
O -2.522 2.311 -1.629 0.00
H 0.194 6.277 0.452 0.00
H -0.088 8.236 -1.049 0.00
H -1.518 8.034 -3.061 0.00
H -2.702 5.892 -3.495 0.00
N -2.553 -2.636 -0.589 0.00
C -1.475 -2.552 -1.375 0.00
N -0.884 -3.696 -1.749 0.00
C 0.154 -3.542 -2.558 0.00
N 0.791 -4.663 -2.986 0.00
N 0.662 -2.373 -2.957 0.00
C 0.010 -1.296 -2.518 0.00
N -1.073 -1.329 -1.768 0.01
C 0.546 0.024 -2.926 0.00
C 1.720 0.045 -3.677 0.00
C 2.233 1.257 -4.096 0.00
C 1.529 2.405 -3.788 0.00
C 0.369 2.301 -3.036 0.00
N -0.114 1.148 -2.583 0.00
H -2.757 -3.529 -0.177 0.00
H -2.864 -1.774 -0.141 0.00
H 0.334 -5.544 -2.837 0.00
H 1.440 -4.559 -3.743 0.00
H 2.186 -0.899 -3.914 0.00
H 3.144 1.300 -4.680 0.00
H 1.863 3.377 -4.122 0.00
H -0.205 3.180 -2.825 0.00
S -7.345 -2.398 -3.383 0.00
C -5.951 -1.401 -2.846 0.00
C -4.822 -1.297 -3.644 0.00
C -3.734 -0.600 -3.137 0.00
N -3.722 -0.053 -1.930 0.00
C -4.833 -0.093 -1.206 0.00
C -5.982 -0.757 -1.621 0.00
C -6.809 -3.901 -2.564 0.00
C -5.999 -4.810 -3.228 0.00
C -5.640 -5.974 -2.563 0.00
N -6.030 -6.262 -1.326 0.00
C -6.794 -5.375 -0.697 0.00
C -7.211 -4.181 -1.267 0.00
H -4.794 -1.744 -4.628 0.00
H -2.827 -0.485 -3.721 0.00
H -4.789 0.404 -0.246 0.00
H -6.870 -0.774 -1.005 0.00
H -5.664 -4.615 -4.237 0.00
H -5.018 -6.718 -3.048 0.00
H -7.093 -5.641 0.312 0.00
H -7.835 -3.488 -0.720 0.00
```

Properties
M: 990.94 g mol⁻¹
DFT total energy: -5503.803371 hartree
multiplicity: 2
total charge: 0


Entry from the OMol25 dataset: 14 unconnected molecules or ions with the total composition H28O14 at a distorted geometry (the ωB97M-V functional and the def2-TZVPD basis).

```
42
Properties=species:S:1:pos:R:3:mulliken_charge:R:1
O -4.315 1.183 2.097 -0.64
H -3.797 1.879 1.702 0.31
H -3.849 1.112 2.937 0.32
O -0.050 3.560 1.090 -0.61
H -0.279 2.726 0.758 0.32
H 0.026 3.264 2.098 0.32
O -0.317 0.232 -3.749 -0.66
H 0.036 -0.158 -4.488 0.33
H 0.423 0.265 -3.070 0.30
O 3.989 -1.037 -0.184 -0.65
H 4.888 -0.769 -0.030 0.31
H 3.829 -1.587 0.595 0.32
O 3.102 2.974 -1.707 -0.62
H 3.270 2.150 -1.974 0.28
H 2.204 3.034 -1.183 0.34
O 2.247 -2.239 -2.087 -0.69
H 1.809 -2.863 -1.514 0.30
H 3.032 -1.924 -1.435 0.39
O -0.938 0.451 -1.439 -0.66
H -0.585 -0.400 -1.700 0.32
H -1.361 0.808 -2.281 0.37
O 1.336 -1.431 -4.363 -0.71
H 1.454 -1.523 -3.445 0.40
H 0.711 -1.982 -4.807 0.32
O -1.326 3.391 -3.004 -0.60
H -1.502 3.271 -2.009 0.32
H -0.818 2.769 -3.309 0.29
O -2.486 -1.373 1.258 -0.58
H -2.757 -0.727 1.950 0.32
H -3.324 -1.783 0.982 0.28
O -0.773 -4.768 0.414 -0.64
H -1.247 -4.368 1.181 0.32
H 0.115 -5.015 0.924 0.32
O 0.646 1.471 2.355 -0.67
H 0.135 0.675 2.027 0.32
H 1.513 1.249 2.024 0.26
O 0.081 -2.664 3.985 -0.56
H 0.708 -2.454 4.520 0.25
H -0.792 -2.641 4.236 0.31
O -1.975 1.610 3.547 -0.57
H -1.708 2.118 4.234 0.24
H -1.353 1.513 2.866 0.38
```

Properties
M: 252.21 g mol⁻¹
DFT total energy: -1069.993606 hartree
total charge: 0


Entry from the OMol25 dataset: C12H7F3N4O2 in the gas phase at a distorted geometry (the ωB97M-V functional and the def2-TZVPD basis).

```
28
Properties=species:S:1:pos:R:3:mulliken_charge:R:1
O -3.175 1.976 2.860 -0.64
C -1.911 2.129 2.884 -0.17
N -1.304 3.009 3.710 -0.15
N 0.170 3.116 3.432 -0.25
C 0.387 2.135 2.419 0.48
C 1.554 1.781 1.745 -0.98
C 1.506 0.604 0.958 0.54
O 2.519 0.315 0.469 -0.54
N 0.250 -0.040 0.723 0.71
C -0.055 -0.734 -0.495 0.15
C -1.108 -0.167 -1.356 -0.02
C -1.371 -0.547 -2.690 -0.98
C -0.571 -1.673 -3.099 -0.27
C 0.413 -2.347 -2.319 0.09
C 1.099 -3.590 -3.008 0.83
F 0.241 -4.101 -3.863 -0.23
F 1.431 -4.567 -2.046 -0.27
F 2.282 -3.280 -3.654 -0.24
C 0.737 -1.804 -1.001 -0.34
N -0.904 0.329 1.360 -0.85
C -0.901 1.520 2.086 0.96
H -1.813 3.869 3.943 0.28
H 0.894 3.393 4.073 0.26
H 2.576 2.056 1.835 0.42
H -1.689 0.742 -1.041 0.25
H -2.200 0.005 -3.283 0.30
H -0.609 -1.920 -4.202 0.27
H 1.554 -2.210 -0.439 0.41
```

Properties
M: 296.21 g mol⁻¹
DFT total energy: -1130.474257 hartree
total charge: 0
SMILES string: O=c1[nH][nH]c2cc(=O)n(-c3cccc(C(F)(F)F)c3)nc12


Entry from the OMol25 dataset: 10 unconnected molecules or ions with the total composition C18H56N8O10 at a distorted geometry (the ωB97M-V functional and the def2-TZVPD basis).

```
92
Properties=species:S:1:pos:R:3:mulliken_charge:R:1
N -15.938 20.902 -10.423 -0.31
C -14.989 20.448 -11.166 0.41
N -13.932 20.118 -10.489 -0.31
O -15.065 20.346 -12.522 -0.84
H -16.806 21.220 -10.860 0.27
H -15.775 21.065 -9.437 0.17
H -13.248 19.597 -11.067 0.25
H -13.925 19.947 -9.454 0.22
N -13.800 18.673 -14.187 0.23
C -12.655 18.480 -13.627 0.26
N -11.894 17.683 -14.313 -0.42
O -12.338 18.907 -12.367 -0.85
H -14.384 19.285 -13.663 0.28
H -14.071 18.376 -15.161 -0.03
H -10.989 17.333 -13.931 0.26
H -12.083 17.479 -15.327 0.19
N -14.182 17.649 -16.732 -0.34
C -13.001 17.957 -17.102 0.48
N -12.102 17.046 -16.824 -0.33
O -12.681 19.119 -17.795 -0.77
H -14.878 18.250 -17.222 0.18
H -14.400 16.651 -16.548 0.26
H -11.257 17.123 -17.420 0.24
H -12.377 16.182 -16.324 0.33
N -13.386 15.521 -13.621 -0.11
C -14.185 14.873 -14.428 0.67
N -15.170 14.216 -13.885 0.00
O -14.053 15.014 -15.851 -1.01
H -12.771 16.296 -13.946 0.36
H -13.527 15.714 -12.629 0.14
H -15.861 13.751 -14.489 -0.16
H -15.120 14.034 -12.917 0.10
C -17.516 13.355 -16.350 -0.92
C -17.651 12.418 -15.138 -0.09
C -16.597 11.304 -15.081 -1.10
O -17.698 12.980 -14.025 -0.35
H -17.906 12.921 -17.296 0.47
H -16.403 13.642 -16.510 0.20
H -18.152 14.219 -16.151 0.13
H -18.613 11.901 -15.127 0.47
H -16.553 10.795 -15.995 0.54
H -16.849 10.620 -14.201 0.27
H -15.621 11.690 -14.910 0.18
H -18.156 12.430 -13.348 0.38
C -17.367 16.929 -15.231 -2.16
C -16.971 17.089 -13.748 1.75
C -17.634 18.283 -13.060 -0.48
O -17.389 16.099 -13.104 1.89
H -17.229 17.884 -15.688 0.54
H -18.348 16.576 -15.351 0.28
H -16.687 16.292 -15.756 0.23
H -15.914 17.119 -13.697 -0.58
H -17.315 19.174 -13.505 0.71
H -17.213 18.521 -12.022 -0.67
H -18.721 18.136 -12.904 0.25
H -16.840 15.302 -13.252 -0.80
C -13.083 17.292 -9.276 -1.68
C -14.081 16.345 -9.862 0.33
C -15.292 17.044 -10.510 1.58
O -13.567 15.627 -10.761 -0.72
H -13.539 17.913 -8.506 0.37
H -12.584 17.924 -10.073 0.19
H -12.252 16.769 -8.844 0.45
H -14.386 15.624 -9.121 0.29
H -15.074 17.800 -11.303 -0.97
H -15.899 17.554 -9.775 0.62
H -15.930 16.325 -11.009 -1.09
H -14.032 14.795 -10.832 0.46
C -19.162 18.965 -9.378 -0.98
C -19.752 17.599 -9.512 0.66
C -18.655 16.576 -9.694 -0.69
O -20.545 17.237 -8.658 -0.52
H -18.397 18.907 -8.569 0.24
H -19.885 19.833 -9.267 0.36
H -18.610 19.258 -10.276 0.10
H -20.368 17.599 -10.419 0.04
H -17.870 16.639 -8.922 0.39
H -18.104 16.934 -10.554 -0.46
H -18.978 15.544 -9.918 0.43
H -20.522 16.295 -8.551 0.38
C -20.703 14.614 -13.327 -0.67
O -19.695 14.774 -12.366 -0.59
H -21.093 15.634 -13.526 0.29
H -21.578 14.146 -12.912 0.29
H -20.333 14.073 -14.234 0.15
H -19.032 15.347 -12.709 0.13
C -16.356 13.258 -11.152 -0.41
O -14.977 13.541 -11.105 -0.58
H -16.650 12.515 -11.869 0.33
H -16.757 14.220 -11.441 -0.22
H -16.641 12.939 -10.177 0.36
H -14.500 12.657 -10.973 0.19
```

Properties
M: 544.69 g mol⁻¹
DFT total energy: -1909.687935 hartree
total charge: 0
SMILES string: NC(N)=O.NC(N)=O.NC(N)=O.NC(N)=O.CC(C)O.CC(C)O.CC(C)O.CC(C)O.CO.CO


The highest DFT total energy belongs to which entry?
H28O14